(1)
2 unconnected molecules or ions with the total composition C5H9NO at a distorted geometry, computed with the ωB97M-V functional and the def2-TZVPD basis.

Last column: Löwdin charge in e.
Positions of all 16 atoms, in Å:
C -1.80659 0.02676 -0.40788  -0.026
C -0.39929 -0.44053 -0.18197  -0.452
O -0.20553 -1.72717 0.17315  0.055
C 0.69013 0.34521 -0.30550  -0.303
C 2.08051 -0.14816 0.00356  -0.040
C 0.49001 1.64198 -0.86906  -0.213
N 0.30180 2.66829 -1.37757  0.147
H -1.95139 1.05854 -0.07188  0.091
H -2.54769 -0.60619 0.09694  0.088
H -1.99662 -0.00384 -1.48160  0.100
H -1.04448 -2.16440 0.36486  0.116
H 2.76212 0.67623 0.23131  0.084
H 2.48516 -0.69811 -0.85144  0.087
H 2.06802 -0.83234 0.85869  0.080
H -0.70516 -0.11897 2.09100  0.098
H -0.22099 0.32271 1.72738  0.087

## Properties
Gap between HOMO and LUMO in Ha: 0.3454
Net charge: 0
HOMO level in eV: -8.90
Energy above the lowest of the compared OMol25 structures with the same formula, charge and spin in eV: 2.516
Spin multiplicity: 1
LUMO level in eV: 0.5

(2)
A molecular structure, C43H63BClKN4OP2Sb at a distorted geometry, computed with the ωB97M-V functional and the def2-TZVPD basis.

Last column: Löwdin charge in e.
Positions of all 117 atoms, in Å:
K 0.63784 -0.68418 -0.42279  0.422
C 1.76067 -2.02857 4.46627  -0.110
C 2.20917 -0.70781 3.83673  -0.708
C 2.79240 0.20734 4.91718  -0.102
C 3.32993 -1.04677 2.83674  -0.123
P 0.83651 0.00391 2.73568  1.113
C 1.42162 1.78881 2.72061  -0.311
N 0.75700 2.55610 1.68493  -0.077
B 0.21988 1.99638 0.42746  -0.405
N -0.46070 3.19846 -0.10798  -0.062
C -1.33307 3.14275 -1.27052  -0.309
P -2.67459 1.85397 -1.01431  1.151
C -4.14334 2.95921 -0.60652  -0.720
C -4.71996 3.81515 -1.73203  -0.101
C -5.24650 2.08170 0.00320  -0.119
C -3.63339 3.88075 0.51143  -0.106
C -2.85785 1.13465 -2.75739  -0.700
C -1.67353 0.14857 -2.87378  -0.162
C -2.80987 2.11315 -3.93498  -0.095
C -4.13832 0.30080 -2.83834  -0.109
C -0.28065 4.31523 0.69672  -0.200
C -0.67652 5.63674 0.56566  -0.055
C -0.32752 6.55717 1.56659  -0.130
C 0.40627 6.15862 2.67542  -0.135
C 0.81970 4.82428 2.81106  -0.038
C 0.48190 3.91258 1.82374  -0.195
C -0.76735 0.13343 3.72547  -0.691
C -1.46992 -1.23549 3.65677  -0.104
C -0.64336 0.57828 5.17925  -0.100
C -1.67241 1.13966 2.98857  -0.107
H 2.64086 -2.57308 4.83308  0.081
H 1.25103 -2.66902 3.73912  0.080
H 1.09150 -1.87351 5.31401  0.061
H 3.53759 -0.34803 5.50418  0.081
H 2.03588 0.57455 5.60792  0.060
H 3.30016 1.07158 4.48421  0.070
H 4.20350 -1.44260 3.37329  0.085
H 3.65663 -0.17032 2.26607  0.072
H 2.99812 -1.80478 2.11964  0.067
H 2.50758 1.77744 2.57646  0.080
H 1.24172 2.24479 3.69727  0.073
H -0.75361 2.84298 -2.14381  0.068
H -1.76210 4.12292 -1.48880  0.073
H -5.27228 3.21103 -2.45676  0.063
H -3.94189 4.36681 -2.26930  0.072
H -5.42109 4.55221 -1.31560  0.080
H -5.65117 1.35918 -0.70323  0.056
H -6.07340 2.71746 0.34405  0.078
H -4.86480 1.52830 0.86643  0.074
H -2.99229 4.67982 0.13275  0.049
H -3.05803 3.33094 1.26431  0.077
H -4.49018 4.34831 1.01358  0.087
H -0.71347 0.67730 -2.83689  0.051
H -1.72874 -0.39027 -3.83224  0.075
H -1.69021 -0.58437 -2.05428  0.048
H -1.96123 2.79940 -3.86875  0.068
H -3.72051 2.70862 -4.01614  0.058
H -2.69935 1.54846 -4.87158  0.080
H -4.24399 -0.35301 -1.96643  0.079
H -4.10128 -0.33739 -3.73104  0.083
H -5.02979 0.92688 -2.91789  0.062
H -1.24340 5.96575 -0.29865  0.093
H -0.63225 7.59316 1.46750  0.084
H 0.66976 6.88381 3.43892  0.083
H 1.40338 4.51710 3.67146  0.093
H -1.00409 -1.98019 4.30409  0.060
H -1.47772 -1.62551 2.63395  0.072
H -2.51236 -1.12100 3.97861  0.080
H -0.09797 -0.14221 5.79097  0.057
H -1.64933 0.67942 5.60944  0.083
H -0.15374 1.55313 5.26857  0.072
H -1.77748 0.90450 1.92491  0.054
H -1.29413 2.16417 3.06061  0.078
H -2.66679 1.10769 3.45635  0.084
Cl -2.77270 -7.59302 -1.25667  0.584
C -2.22506 -5.95426 -0.94077  -0.686
C -3.14091 -4.99865 -0.44062  -0.119
C -2.74441 -3.71499 -0.21049  -0.009
C -1.40198 -3.25592 -0.49686  -0.384
O -1.09138 -2.04425 -0.40499  -0.241
C -0.46612 -4.29091 -0.89969  -0.143
C 0.95586 -4.09737 -1.00390  -0.137
N 1.62379 -3.03616 -0.70533  0.006
C 3.02528 -3.09827 -0.61411  -0.240
C 3.70598 -4.24298 -0.28470  -0.026
C 5.11713 -4.26474 -0.15816  -0.080
C 5.85112 -3.13591 -0.34531  -0.053
C 5.19041 -1.92086 -0.66582  -0.159
C 5.89340 -0.71126 -0.87349  -0.025
C 5.21843 0.42224 -1.18870  -0.048
C 3.80680 0.36372 -1.29701  -0.129
N 3.12322 -0.72942 -1.11688  0.008
C 3.78437 -1.88300 -0.80198  -0.189
C -0.92706 -5.60616 -1.14928  -0.102
H -4.16245 -5.30111 -0.24064  0.097
H -3.44000 -2.97405 0.16790  0.109
H 1.49982 -4.98571 -1.36290  0.120
H 3.14450 -5.14418 -0.07135  0.105
H 5.61072 -5.19272 0.10703  0.100
H 6.93058 -3.14294 -0.24001  0.106
H 6.97358 -0.70832 -0.77593  0.113
H 5.73368 1.35891 -1.35070  0.101
H 3.22874 1.25426 -1.53650  0.113
H -0.22183 -6.35591 -1.49583  0.106
C 1.27819 -0.68211 -5.52691  -0.346
Sb 1.26936 -1.72998 -3.62424  1.343
C 3.19261 -2.60652 -4.07157  -0.323
C 0.15034 -3.37749 -4.46921  -0.312
H 1.33445 -1.40455 -6.34704  -0.003
H 2.14424 -0.01369 -5.57890  -0.006
H 0.37157 -0.08152 -5.63510  -0.017
H 3.16097 -3.02939 -5.07755  -0.002
H 3.46133 -3.39001 -3.35690  -0.004
H 3.96018 -1.82493 -4.03115  0.001
H 0.78641 -3.94843 -5.15066  -0.001
H -0.69535 -2.96900 -5.02788  -0.001
H -0.24083 -4.03574 -3.69036  -0.019

## Properties
Gap between HOMO and LUMO in Ha: 0.1695
Net charge: -1
HOMO level in eV: -2.68
Energy above the lowest of the compared OMol25 structures with the same formula, charge and spin in eV: 0.913
Spin multiplicity: 1
LUMO level in eV: 1.9

(3)
9 unconnected molecules or ions with the total composition C31H64Cl2O9 at a distorted geometry, computed with the ωB97M-V functional and the def2-TZVPD basis.

Last column: Löwdin charge in e.
Positions of all 106 atoms, in Å:
C 0.75792 5.40011 -0.53499  -0.173
C 0.03748 4.96828 0.73291  -0.165
C 1.11465 5.14971 1.81069  -0.192
O 2.11791 6.00384 1.26513  -0.145
C 1.70508 6.47006 -0.01887  -0.201
H 0.06546 5.77151 -1.29615  0.112
H 1.30732 4.60084 -1.04061  0.101
H -0.30856 3.93656 0.68061  0.082
H -0.82982 5.60393 0.90990  0.113
H 1.59822 4.19710 2.04311  0.113
H 0.70538 5.58495 2.72453  0.116
H 2.60938 6.61263 -0.60455  0.118
H 1.17685 7.42075 0.12365  0.120
C 3.66007 1.49879 -4.12799  -0.164
C 2.62568 2.55143 -3.75160  -0.174
C 1.33914 2.04037 -4.39835  -0.166
O 1.61296 0.65505 -4.73835  -0.148
C 2.82574 0.22851 -4.15064  -0.221
H 4.51927 1.49534 -3.45225  0.114
H 4.07936 1.65938 -5.12283  0.114
H 2.98316 3.54002 -4.05245  0.110
H 2.51873 2.63890 -2.66612  0.094
H 1.13404 2.49193 -5.36507  0.119
H 0.52325 2.07366 -3.67869  0.100
H 3.27783 -0.52380 -4.79942  0.123
H 2.69173 -0.24059 -3.17095  0.090
C 5.28980 -2.24654 2.79068  -0.162
C 5.84521 -2.34993 4.23986  -0.148
C 4.58136 -2.24525 5.11587  -0.191
O 3.51907 -1.89309 4.23406  -0.142
C 3.79904 -2.47630 2.99072  -0.263
H 5.83716 -2.92711 2.13880  0.100
H 5.46981 -1.24293 2.39777  0.109
H 6.59646 -1.59728 4.45942  0.102
H 6.30288 -3.33349 4.36226  0.102
H 4.65734 -1.42361 5.82830  0.117
H 4.37724 -3.17394 5.65459  0.115
H 3.18589 -1.97300 2.24146  0.107
H 3.54976 -3.54388 2.95162  0.079
C 3.58343 -4.13706 -0.48476  -0.161
C 3.48345 -4.99563 -1.74892  -0.160
C 4.60765 -4.43628 -2.59496  -0.217
O 4.62320 -3.03541 -2.34343  -0.140
C 4.09388 -2.78563 -1.04008  -0.187
H 4.23988 -4.51254 0.29918  0.103
H 2.59881 -4.00341 -0.03175  0.101
H 2.53279 -4.78473 -2.23547  0.116
H 3.61878 -6.05622 -1.54545  0.113
H 4.47651 -4.60979 -3.66501  0.119
H 5.59263 -4.85700 -2.34970  0.119
H 3.24637 -2.10317 -1.14944  0.097
H 4.83575 -2.34838 -0.36975  0.108
C 1.48106 0.04043 0.00024  -0.172
C 0.65555 0.08811 -1.28065  -0.154
C -0.77333 -0.13941 -0.75705  -0.164
O -0.70571 0.23127 0.63198  -0.220
C 0.54620 0.84583 0.88643  -0.225
H 2.47826 0.45807 -0.14471  0.119
H 1.53532 -0.94964 0.45748  0.073
H 0.98709 -0.49457 -2.13472  0.098
H 0.73321 1.13355 -1.60412  0.098
H -1.06621 -1.18840 -0.77849  0.109
H -1.44873 0.53642 -1.28518  0.105
H 0.80570 0.80281 1.94355  0.126
H 0.53152 1.90289 0.58247  0.104
C -4.38862 -2.33744 1.65908  -0.151
C -5.91098 -2.08436 1.57035  -0.146
C -6.19100 -2.07986 0.06998  -0.215
O -5.11970 -2.75950 -0.54509  -0.135
C -3.94922 -2.47368 0.20267  -0.202
H -4.15535 -3.21849 2.25765  0.102
H -3.85553 -1.51584 2.14277  0.091
H -6.16759 -1.16395 2.08886  0.090
H -6.45140 -2.89970 2.05082  0.106
H -6.30463 -1.06398 -0.33751  0.106
H -7.11347 -2.59396 -0.20591  0.120
H -3.49426 -1.54717 -0.17658  0.104
H -3.25271 -3.28999 0.00582  0.117
C -3.57221 1.92919 1.05039  -0.156
C -4.95380 1.85940 1.70554  -0.166
C -4.73546 2.71017 2.93627  -0.209
O -3.37196 2.52045 3.30210  -0.128
C -2.70617 1.76540 2.28641  -0.209
H -3.44909 2.96641 0.71878  0.123
H -3.39968 1.19773 0.27107  0.078
H -5.17692 0.82002 1.96158  0.091
H -5.77622 2.19282 1.06961  0.115
H -5.37025 2.40580 3.77380  0.118
H -4.91574 3.77453 2.75527  0.118
H -2.58120 0.70943 2.55435  0.111
H -1.70366 2.18642 2.20061  0.105
Cl 0.99653 -4.53140 3.54663  0.557
C -0.42313 -4.00355 2.65285  -1.016
Cl -0.30993 -2.30017 2.20182  0.601
H -0.49778 -4.57312 1.73161  0.023
H -1.32322 -4.19048 3.22815  0.027
O -3.10936 0.75717 -3.64998  -0.065
C -3.97437 1.44402 -2.74953  -0.251
C -5.41920 1.25899 -3.10304  -0.236
O -5.82942 -0.08851 -2.83803  -0.065
H -3.21027 -0.18648 -3.49180  0.081
H -3.82590 1.03813 -1.74598  0.087
H -3.69676 2.49618 -2.79959  0.126
H -5.60648 1.51341 -4.15106  0.123
H -6.05788 1.92798 -2.52060  0.118
H -5.79831 -0.57698 -3.66392  0.086

## Properties
Gap between HOMO and LUMO in Ha: 0.3600
Net charge: 0
HOMO level in eV: -9.36
Spin multiplicity: 1
LUMO level in eV: 0.4